{
  "formula": "CH4N2O3",
  "method": "ωB97M-V/def2-TZVPD",
  "species": ["O", "O", "O", "N", "N", "C", "H", "H", "H", "H"],
  "positions_angstrom": [[-2.810, 1.081, -0.320], [-4.317, -0.305, 0.298], [-2.339, -1.017, -0.135], [-3.226, -0.002, -0.046], [0.050, -0.011, -0.607], [0.741, 0.077, 0.434], [0.481, 0.314, -1.468], [0.306, -0.267, 1.364], [1.762, 0.458, 0.492], [-1.414, -0.656, -0.394]],
  "forces_ev_per_angstrom": [[0.3, 1.6, -0.3], [-1.1, -0.4, 0.3], [0.1, -1.0, 0.1], [0.9, -0.6, -0.1], [-0.3, -0.3, -0.5], [0.5, 0.1, 0.4], [0.1, 0.1, 0.1], [-0.1, -0.1, 0.2], [-0.1, 0.1, -0.2], [-0.5, 0.5, -0.1]],
  "homo_ev": -10.85,
  "gap_ev": 11.39,
  "charge": 0,
  "e_above_lowest_ev": 2.271,
  "max_force_ev_per_a": 1.639,
  "smiles": "O=[N+]([O-])O.C=N",
  "lumo_ev": 0.54
}

{
  "formula": "C61H160N12O19",
  "method": "ωB97M-V/def2-TZVPD",
  "species": ["O", "O", "O", "O", "O", "O", "O", "O", "O", "O", "O", "O", "O", "O", "O", "O", "O", "O", "O", "N", "N", "N", "N", "N", "N", "N", "N", "N", "N", "N", "N", "C", "C", "C", "C", "C", "C", "C", "C", "C", "C", "C", "C", "C", "C", "C", "C", "C", "C", "C", "C", "C", "C", "C", "C", "C", "C", "C", "C", "C", "C", "C", "C", "C", "C", "C", "C", "C", "C", "C", "C", "C", "C", "C", "C", "C", "C", "C", "C", "C", "C", "C", "C", "C", "C", "C", "C", "C", "C", "C", "C", "C", "H", "H", "H", "H", "H", "H", "H", "H", "H", "H", "H", "H", "H", "H", "H", "H", "H", "H", "H", "H", "H", "H", "H", "H", "H", "H", "H", "H", "H", "H", "H", "H", "H", "H", "H", "H", "H", "H", "H", "H", "H", "H", "H", "H", "H", "H", "H", "H", "H", "H", "H", "H", "H", "H", "H", "H", "H", "H", "H", "H", "H", "H", "H", "H", "H", "H", "H", "H", "H", "H", "H", "H", "H", "H", "H", "H", "H", "H", "H", "H", "H", "H", "H", "H", "H", "H", "H", "H", "H", "H", "H", "H", "H", "H", "H", "H", "H", "H", "H", "H", "H", "H", "H", "H", "H", "H", "H", "H", "H", "H", "H", "H", "H", "H", "H", "H", "H", "H", "H", "H", "H", "H", "H", "H", "H", "H", "H", "H", "H", "H", "H", "H", "H", "H", "H", "H", "H", "H", "H", "H", "H", "H", "H", "H", "H", "H", "H", "H", "H", "H", "H", "H", "H", "H", "H", "H", "H", "H", "H", "H"],
  "positions_angstrom": [[-30.073, 6.925, 6.497], [-21.845, 10.672, 5.419], [-25.931, 13.197, 6.356], [-33.523, 13.994, 1.743], [-22.788, 12.849, 15.063], [-23.477, 7.873, 11.843], [-19.464, 14.924, 9.806], [-24.576, 5.105, 15.372], [-25.641, 12.277, -2.425], [-28.841, 13.302, 9.740], [-26.944, 24.470, 4.036], [-23.343, 15.927, 3.316], [-27.211, 13.886, 0.984], [-22.653, 17.322, 7.085], [-23.366, 17.680, -2.774], [-30.172, 15.227, 4.733], [-18.939, 10.605, 10.317], [-27.211, 19.441, 5.049], [-28.932, 11.110, 4.357], [-23.711, 12.231, 9.092], [-24.794, 11.956, 12.011], [-22.161, 6.908, 14.334], [-26.206, 22.188, 6.067], [-21.800, 14.601, 8.121], [-24.168, 9.075, 4.832], [-29.651, 7.982, 10.061], [-23.989, 17.371, 0.851], [-26.715, 14.095, 12.618], [-31.234, 12.489, 3.907], [-28.415, 12.767, -1.597], [-21.125, 10.239, 8.456], [-23.179, 4.798, 15.268], [-31.142, 11.642, 5.065], [-19.907, 9.608, 10.374], [-26.066, 24.626, 5.164], [-32.580, 12.308, 3.289], [-24.416, 11.951, 7.870], [-25.419, 3.962, 15.029], [-22.335, 14.874, 6.773], [-27.763, 13.572, 2.199], [-21.699, 9.337, 4.940], [-27.542, 18.239, 5.788], [-26.563, 15.221, 10.484], [-19.334, 8.974, 7.996], [-23.582, 18.362, 7.223], [-25.352, 23.263, 5.572], [-21.911, 11.807, 15.353], [-22.949, 7.092, 5.032], [-26.884, 14.176, 6.064], [-28.085, 14.668, 0.102], [-23.591, 12.312, 12.794], [-22.266, 18.016, -3.518], [-26.766, 12.388, -3.311], [-29.384, 8.017, 8.582], [-24.446, 17.473, -0.566], [-24.976, 10.530, 7.873], [-23.029, 13.621, 12.195], [-23.669, 14.536, 3.294], [-27.919, 20.569, 5.564], [-23.161, 17.939, -1.376], [-24.585, 11.443, -2.933], [-23.261, 16.113, 6.818], [-23.391, 8.638, 13.022], [-30.150, 6.836, 7.922], [-27.900, 7.757, 8.369], [-25.553, 13.053, 7.710], [-20.985, 11.559, 4.865], [-25.089, 16.975, 1.742], [-29.591, 12.201, 9.379], [-23.271, 7.833, 14.303], [-20.589, 13.761, 8.005], [-24.544, 16.781, 3.212], [-23.921, 12.491, 14.281], [-22.272, 6.049, 15.485], [-27.317, 21.842, 5.165], [-22.953, 8.595, 5.422], [-32.714, 15.097, 2.128], [-29.673, 11.482, 5.534], [-27.751, 13.376, -2.697], [-32.756, 12.792, 1.810], [-30.930, 7.859, 5.831], [-18.412, 11.048, 11.526], [-29.019, 13.768, -0.727], [-19.910, 13.649, 9.378], [-23.660, 8.690, 10.692], [-20.365, 9.211, 8.998], [-28.037, 13.101, 10.893], [-27.566, 10.731, 4.584], [-27.516, 14.417, 11.428], [-26.321, 24.272, 2.765], [-18.794, 14.823, 11.037], [-30.591, 15.457, 6.019], [-27.178, 18.235, 6.816], [-31.963, 7.603, 6.066], [-27.209, 11.404, -3.462], [-22.920, 14.011, 6.452], [-27.429, 14.014, 13.327], [-20.938, 12.239, 15.586], [-25.371, 25.424, 4.903], [-27.136, 14.178, -2.289], [-26.878, 17.455, 5.426], [-24.439, 18.085, 7.838], [-18.417, 15.818, 11.272], [-27.149, 12.521, 10.639], [-27.299, 8.605, 8.698], [-22.260, 11.171, 16.166], [-24.256, 9.778, 8.198], [-23.704, 11.972, 7.045], [-31.454, 14.855, 6.302], [-30.500, 12.037, 3.379], [-20.775, 9.937, 10.947], [-31.706, 14.982, 1.729], [-21.489, 15.218, 6.179], [-27.087, 11.501, 5.189], [-25.023, 3.163, 15.655], [-28.985, 8.664, 10.393], [-25.634, 14.683, 10.296], [-20.975, 12.810, 7.638], [-28.354, 13.745, -3.527], [-25.944, 17.650, 1.728], [-31.187, 6.764, 8.250], [-23.109, 6.912, 3.969], [-27.643, 12.240, -1.215], [-24.167, 7.215, 14.266], [-23.692, 14.484, 12.126], [-21.299, 5.625, 15.731], [-27.506, 6.872, 8.869], [-25.211, 18.247, -0.623], [-31.456, 10.614, 4.882], [-25.296, 16.511, 3.953], [-22.487, 17.926, -4.582], [-25.430, 12.740, 12.036], [-29.261, 12.380, 5.995], [-28.700, 13.034, 2.051], [-29.778, 5.885, 8.304], [-27.620, 9.835, 5.203], [-27.883, 14.481, 2.789], [-32.821, 11.247, 3.358], [-28.766, 15.207, 0.761], [-23.567, 8.107, 9.776], [-27.781, 7.668, 7.290], [-22.913, 3.972, 15.928], [-29.555, 10.721, 6.305], [-21.558, 9.318, 3.860], [-27.205, 14.242, 5.024], [-31.785, 12.015, 5.862], [-17.933, 10.255, 12.100], [-21.704, 11.128, 14.527], [-19.453, 8.743, 10.857], [-28.939, 20.527, 5.182], [-23.912, 15.943, 7.676], [-30.306, 12.445, 8.593], [-33.378, 12.044, 1.317], [-24.687, 13.253, 14.429], [-17.841, 14.294, 11.007], [-29.825, 13.335, -0.134], [-23.957, 18.641, 6.238], [-19.390, 14.473, 11.880], [-21.098, 11.557, 3.781], [-24.987, 10.495, -3.291], [-19.022, 13.033, 9.240], [-21.270, 12.516, 5.301], [-27.032, 24.308, 1.940], [-23.990, 14.162, 2.321], [-19.674, 8.505, 7.073], [-22.019, 6.534, 5.139], [-30.692, 7.833, 4.768], [-20.768, 8.977, 5.378], [-22.348, 6.290, 13.557], [-21.582, 15.489, 8.551], [-22.785, 13.948, 3.543], [-26.667, 24.919, 6.025], [-25.637, 25.082, 2.510], [-27.774, 13.950, 6.651], [-31.836, 12.855, 1.229], [-24.316, 9.212, 13.058], [-24.865, 16.552, -0.971], [-22.583, 6.573, 16.389], [-26.906, 21.696, 4.166], [-26.484, 4.048, 15.246], [-29.039, 11.302, 9.107], [-17.594, 11.739, 11.322], [-24.570, 12.080, 11.034], [-24.098, 11.849, -3.820], [-26.398, 12.851, -4.227], [-28.587, 17.931, 5.816], [-22.307, 17.368, -1.013], [-21.469, 17.302, -3.313], [-23.175, 16.774, 0.885], [-28.520, 12.494, 11.660], [-19.933, 11.422, 5.112], [-23.741, 6.552, 5.550], [-25.271, 3.668, 13.990], [-22.931, 9.498, 10.747], [-26.220, 14.933, 12.890], [-24.342, 11.572, 14.688], [-22.956, 4.389, 14.283], [-24.591, 23.391, 6.342], [-27.037, 10.542, 3.650], [-29.629, 14.415, -1.357], [-25.206, 13.980, 8.165], [-25.763, 10.469, 8.625], [-30.706, 16.533, 6.150], [-18.703, 9.829, 7.752], [-24.733, 22.988, 4.718], [-24.412, 14.314, 4.059], [-23.244, 13.110, 8.917], [-21.893, 19.009, -3.266], [-22.758, 13.450, 11.153], [-22.121, 13.910, 12.725], [-19.934, 14.172, 7.237], [-28.355, 15.041, 11.737], [-26.494, 12.662, 8.098], [-25.428, 16.006, 1.375], [-25.475, 10.278, 6.938], [-22.909, 11.480, 12.620], [-23.360, 8.503, 15.158], [-30.694, 14.445, 4.537], [-25.674, 21.351, 6.259], [-21.165, 10.189, 7.448], [-27.105, 15.444, 9.565], [-33.314, 12.805, 3.923], [-29.687, 8.955, 8.116], [-29.746, 15.299, 6.690], [-29.252, 7.113, 10.387], [-25.671, 23.397, 2.759], [-20.478, 13.174, 10.178], [-22.563, 9.346, 13.063], [-33.102, 16.011, 1.679], [-20.455, 10.985, 8.579], [-27.460, 15.368, -0.452], [-18.550, 8.311, 8.363], [-30.212, 11.815, 10.187], [-23.856, 11.272, -2.141], [-23.119, 8.715, 6.492], [-32.603, 15.136, 3.212], [-24.280, 17.801, 3.495], [-30.904, 8.891, 6.180], [-28.044, 22.647, 5.272], [-23.119, 19.178, 7.779], [-19.142, 11.520, 12.184], [-26.414, 16.245, 10.828], [-26.506, 15.139, 6.408], [-22.994, 11.520, 9.117], [-21.025, 8.344, 8.963], [-24.039, 9.215, 3.840], [-23.025, 19.010, -1.228], [-28.117, 20.516, 6.635], [-24.349, 9.957, 5.289], [-23.843, 16.170, 5.898], [-27.074, 12.934, 2.751], [-24.701, 9.016, 10.674]],
  "forces_ev_per_angstrom": [[0.4, -0.1, 0.0], [-1.2, -1.7, 0.6], [1.5, -0.4, -1.9], [0.9, 0.0, -0.3], [-0.3, 0.6, -0.3], [0.8, -0.9, -0.1], [-0.3, -0.2, 0.2], [-0.7, -0.3, -0.4], [0.4, -0.5, -0.2], [0.3, 0.6, 0.4], [-0.1, 0.0, -0.2], [-1.6, 0.6, -0.3], [0.6, 0.8, -2.5], [1.5, 0.5, 0.2], [-1.3, -0.1, 1.4], [-0.2, -0.6, -1.2], [0.3, 0.8, -1.1], [-0.4, -0.8, 1.4], [-0.2, 0.3, -0.1], [-0.4, -0.1, 0.2], [-0.3, -0.2, 0.3], [0.3, 0.5, 0.2], [-0.6, 0.7, -0.2], [-0.2, -0.3, -0.4], [-0.5, 0.9, 0.2], [-0.2, 0.8, -1.2], [-1.1, 1.2, -0.9], [-1.0, 0.4, 0.4], [-0.5, 0.0, -0.2], [-0.8, -0.3, -0.1], [-1.8, 3.4, -0.2], [-0.4, 0.5, -0.1], [0.8, -0.4, 1.7], [0.1, -1.2, 0.8], [0.0, -1.8, 0.0], [1.0, 0.0, -0.5], [-1.3, 0.2, -0.8], [1.8, 0.0, 0.6], [0.2, 2.2, 1.3], [-0.3, -0.1, 0.7], [-0.2, 0.4, 1.2], [1.5, 0.1, -0.1], [-1.8, -0.2, -0.3], [3.7, -1.7, -0.5], [0.0, 0.0, 0.2], [0.5, 0.7, -0.4], [0.6, -0.4, -0.1], [0.7, -0.4, 0.0], [-0.3, 0.2, 1.3], [-0.2, -1.4, 1.5], [-1.1, 1.4, -1.1], [1.1, -0.2, -0.5], [0.9, 0.8, 0.4], [0.1, -2.3, 1.1], [2.0, 0.8, 0.5], [-0.9, 0.4, 0.6], [1.1, -0.5, 0.0], [0.2, 0.2, 0.2], [-1.8, -1.2, 0.0], [-2.1, -0.8, -0.3], [-0.9, 0.1, -0.1], [-0.9, -1.7, 0.5], [-0.2, 0.7, 0.6], [-0.6, 1.2, -0.2], [0.0, 0.9, -1.1], [0.1, -1.7, -0.8], [0.6, 1.7, -0.4], [1.5, -2.0, 0.7], [-1.1, -1.1, 0.2], [-1.9, -0.8, -1.4], [-1.4, 0.8, 1.2], [0.7, 0.6, -1.1], [0.2, -0.7, 0.0], [-0.3, -1.7, 0.7], [1.4, 0.6, 0.6], [0.3, -2.1, -1.0], [0.2, -0.2, -0.3], [0.2, 0.2, -0.8], [1.4, -0.1, -0.8], [-1.3, -0.3, 1.1], [-0.3, -0.5, 1.1], [0.6, -0.1, 0.5], [0.1, 0.0, -0.3], [0.9, -0.2, -1.0], [-0.4, -0.4, 0.6], [-0.5, -1.6, -0.4], [0.8, -0.1, -0.9], [-1.1, 0.1, 1.1], [1.0, 1.0, -0.2], [0.8, 0.6, 0.6], [0.9, 1.3, 0.2], [1.1, 1.4, 1.6], [-0.2, 0.9, 0.5], [-0.3, -0.4, -0.5], [-0.1, -0.1, -0.3], [0.3, 0.1, -0.6], [0.2, -0.5, 0.7], [-0.1, 0.1, 0.3], [0.5, -0.1, 0.3], [0.2, 0.6, -0.6], [-0.5, -0.2, -0.8], [-0.2, -0.4, 0.1], [-0.5, 0.3, 0.1], [0.2, -0.3, -0.3], [0.1, 0.1, 0.0], [-0.1, 0.1, 0.3], [0.3, 0.1, -0.4], [-0.1, 0.5, -0.6], [-0.1, 0.3, 0.2], [0.1, 0.5, -1.2], [-0.2, 0.0, 0.2], [0.2, -0.1, -0.1], [0.0, -0.7, -1.0], [0.4, 0.1, -0.2], [-0.3, -0.5, 0.0], [0.0, 0.3, 0.6], [0.0, 0.1, 0.0], [0.4, -0.3, 0.2], [-0.6, 0.1, 0.3], [0.3, 0.3, 0.0], [-0.4, 0.6, 0.0], [-0.4, 0.6, -0.2], [-0.4, -0.1, 1.3], [-0.6, 0.1, 0.6], [-0.4, -0.2, 0.6], [0.2, 0.0, -0.1], [-0.3, -0.1, 0.0], [0.0, 0.0, 0.0], [-0.4, -0.2, -0.4], [-0.2, -0.6, -0.3], [-0.2, 0.2, 0.1], [-0.5, 0.1, 1.1], [0.0, 0.4, -0.3], [-0.3, 0.0, 0.4], [0.7, -0.1, -0.6], [0.5, -0.4, -0.1], [-0.5, 0.1, 0.3], [-0.2, -0.3, -0.3], [0.1, 0.6, 0.0], [0.5, -0.3, 0.2], [0.5, -0.2, -0.1], [0.0, 0.1, 0.6], [-0.3, -0.4, 0.0], [-0.4, 0.0, -0.3], [0.5, -0.4, -0.1], [0.1, 0.1, 0.3], [-0.1, -0.5, 0.0], [-0.3, 0.0, -0.5], [-0.2, -0.3, 0.3], [-0.3, 0.0, -0.5], [-0.8, -0.3, 0.0], [0.3, 0.3, -0.2], [0.0, 0.0, -0.1], [0.2, 0.2, -0.1], [-0.1, -0.8, -0.4], [0.4, -0.4, 0.6], [0.0, 0.4, -0.1], [-0.3, -0.2, -0.2], [0.1, 0.3, -0.3], [-0.1, -0.3, 0.3], [0.2, -0.4, 0.0], [0.1, 0.3, -0.4], [-0.4, -0.5, 0.5], [-0.3, 0.3, -0.2], [-0.3, 0.2, 0.1], [0.3, 0.2, 0.8], [-0.1, -0.2, 0.2], [0.1, -0.6, 0.0], [0.4, 0.1, -0.5], [0.3, 0.1, 0.1], [0.3, 0.3, 0.1], [-0.3, 0.2, -0.3], [0.2, 0.5, 0.3], [-0.4, 0.2, 0.1], [0.3, 0.2, 0.2], [-0.1, 0.4, 0.4], [0.1, -0.3, -0.1], [-0.2, 0.2, -0.1], [-0.5, 0.4, -0.5], [0.3, 0.8, 0.1], [0.7, 0.1, -0.5], [-0.3, 0.2, -0.2], [0.8, -0.8, -0.6], [0.1, 0.6, 0.0], [-0.1, -0.3, -0.5], [-0.1, 0.2, -0.5], [0.3, 0.0, 0.0], [0.5, -0.1, 0.0], [-0.3, -0.3, 0.5], [-0.5, 0.2, 0.2], [0.3, -0.4, 0.1], [0.1, 0.2, 0.1], [-0.1, 0.1, -0.2], [-0.3, 0.3, -0.5], [0.3, 0.2, 0.0], [-0.2, -0.3, -0.1], [0.0, 0.1, -0.5], [-0.1, 0.7, 0.2], [-0.3, 0.1, 0.0], [0.2, 0.3, -0.4], [-0.2, 0.2, 0.0], [-0.2, 0.1, 0.2], [-1.0, 0.2, 0.1], [-0.5, 0.5, -0.1], [-0.1, -0.4, -0.6], [-0.3, -0.1, 0.0], [0.5, 0.4, 0.3], [0.0, 0.3, -0.2], [0.2, -0.2, 0.0], [0.1, 0.3, 0.0], [0.5, 0.0, 0.1], [-0.2, 0.2, -0.4], [0.1, 0.2, 1.4], [-0.6, -0.3, 0.1], [0.3, -0.1, -0.1], [0.4, 0.2, 0.3], [0.4, 0.0, 0.0], [0.4, -0.8, -1.3], [0.3, 0.1, -0.1], [-0.4, -0.3, -0.3], [0.2, -0.5, -0.5], [0.0, 0.2, -0.1], [-0.1, 0.1, 0.3], [0.0, -0.7, 0.6], [-0.1, -0.4, 0.1], [-0.4, -0.4, -0.2], [-0.6, 0.0, -0.2], [0.4, 0.2, -0.8], [-0.3, 0.0, 0.4], [-0.4, 1.2, -0.1], [0.0, -0.3, -0.1], [0.1, -0.6, 0.1], [-0.2, 0.3, 0.5], [-0.2, 0.1, 0.0], [0.6, -0.1, 0.1], [-0.2, 0.3, 0.1], [0.7, -0.1, 0.2], [0.8, 0.2, 0.2], [0.0, -0.2, -0.6], [0.2, 0.1, -0.5], [-0.3, 0.2, -0.1], [0.4, -0.2, 0.7], [-0.1, 0.4, -0.1], [0.6, -0.2, 0.4], [0.2, -0.5, 1.0], [-0.1, 0.2, -0.2], [0.3, 0.0, 0.1], [0.7, -0.1, 0.4], [-0.4, 0.4, -0.5], [-0.2, -0.1, -0.2], [0.0, -0.1, -0.1], [0.0, 0.7, 0.1]],
  "homo_ev": -8.41,
  "gap_ev": 8.93,
  "charge": 0,
  "max_force_ev_per_a": 4.090,
  "lumo_ev": 0.52
}